Computed, not measured: a single C11H13F3OSi molecule in a non-equilibrium geometry, with wB97M-V/def2-TZVPD.

The calculation puts the molecular weight at 246.30 g/mol. As for the SMILES: C[Si](C)(C)c1cccc(C(=O)C(F)(F)F)c1. As for the highest occupied orbital energy: -9.7 eV. The net charge is 0.

```
29
Properties=species:S:1:pos:R:3:forces:R:3:lowdin_charge:R:1
C 0.98362 3.05713 1.27591 1.32 1.26 -0.82 -0.184
Si 1.50507 1.38006 0.60075 1.66 -0.19 1.35 0.598
C 3.02527 1.43159 -0.56074 -2.01 2.35 0.82 -0.161
C 2.11171 0.30165 2.09587 -0.70 -0.16 -3.61 -0.161
C 0.09373 0.49425 -0.29263 1.34 -1.48 2.88 -0.240
C -0.57941 1.10756 -1.27295 -0.75 0.09 -2.09 -0.103
C -1.65330 0.45946 -1.88345 -0.21 -1.15 0.38 -0.031
C -2.02507 -0.83610 -1.47365 0.35 1.88 0.34 0.003
C -1.38466 -1.43581 -0.38090 -0.60 0.57 -1.49 -0.152
C -1.80805 -2.73488 0.15538 0.44 1.07 -1.11 -0.247
O -1.20533 -3.23372 1.05314 -0.42 -1.07 0.66 0.169
C -2.95608 -3.47098 -0.62367 0.12 -0.15 3.05 -0.487
F -2.40161 -4.07537 -1.66944 -1.04 0.43 -0.45 0.184
F -4.02293 -2.62353 -0.90001 1.28 -1.95 -0.12 0.103
F -3.37705 -4.42594 0.25736 -0.46 0.55 -1.36 0.126
C -0.31522 -0.78001 0.16331 0.49 0.84 0.73 -0.005
H 0.20887 2.93092 1.98919 -1.08 -0.09 0.46 0.010
H 0.64978 3.60662 0.39859 -0.74 0.20 -0.07 0.012
H 1.67423 3.83379 1.73247 -0.12 -1.51 -0.41 0.058
H 3.31228 0.45868 -0.69244 0.78 -2.60 -0.61 -0.014
H 2.75944 1.89161 -1.51468 0.36 0.05 0.02 0.032
H 3.81971 1.94528 -0.04064 0.31 0.41 -0.09 0.030
H 2.66155 -0.42598 1.45153 -0.42 -0.26 1.10 0.039
H 2.80195 0.79829 2.69973 0.95 0.86 1.09 0.001
H 1.25531 -0.07957 2.60678 -0.20 -0.62 0.58 0.012
H -0.12698 2.00580 -1.65966 -0.60 0.59 -0.20 0.106
H -2.24749 0.92181 -2.64298 -0.04 0.28 -0.45 0.099
H -2.90070 -1.25836 -1.89992 -0.26 -0.24 -0.49 0.095
H 0.14134 -1.24425 1.02776 0.25 0.04 -0.08 0.105
```
Forces are in eV/Å.